[1]
Density functional theory data (ωB97M-V with the def2-TZVPD basis set) for a single C2H5OP molecule in a non-equilibrium geometry.

Last column: Löwdin charge in e.
Element x y z (Å)
P: -0.8807 -0.0127 0.3803  0.43
O: -2.1636 0.1437 -0.3034  -0.39
C: 0.4173 -1.1522 -0.1225  -0.13
C: 0.3122 1.2310 -0.1549  -0.07
H: -0.7676 -0.0800 1.8582  0.04
H: 0.3939 -1.4308 -1.2394  0.05
H: 1.4244 -1.2245 0.4746  0.06
H: 0.0202 1.4340 -1.1814  0.03
H: 1.2439 1.0914 0.2886  -0.02

Forces on the atoms, in the same order (eV/Å):
2.255 0.714 1.696
-0.779 -0.674 0.003
0.761 1.433 -1.164
-2.451 -3.177 -0.104
-0.538 0.056 -1.339
0.295 0.310 1.943
-2.254 -0.046 -1.240
0.907 0.452 -0.105
1.804 0.932 0.311

The net charge is 0. As for the spin multiplicity: 1. For the LUMO energy (spin up / spin down), the calculation gives -0.02709 / -0.02558 Eh. The HOMO energy (spin up / spin down) is -0.350 / -0.348 Eh. Its energy above the lowest of the compared OMol25 structures with the same formula, charge and spin is 69.0 kcal/mol. Its HOMO-LUMO gap (spin up / spin down) is 8.77 / 8.76 eV.


[2]
Density functional theory data (ωB97M-V with the def2-TZVPD basis set) for 2 unconnected molecules or ions with the total composition C10H17N in a non-equilibrium geometry.

Last column: Löwdin charge in e.
Element x y z (Å)
N: 0.8267 3.1434 -1.1697  0.04
C: -0.3670 0.7391 -2.0213  -0.12
C: 1.0325 0.9964 -2.0770  -0.11
C: -0.4225 2.8706 -0.8644  -0.15
C: -1.1010 1.6970 -1.3157  -0.09
C: 1.5543 2.1654 -1.7487  -0.17
C: -0.1251 -1.0377 0.9060  -0.66
C: 0.9153 -2.2008 1.1065  -0.11
C: -1.2197 -1.8015 1.6318  -0.12
C: -0.5385 -0.7739 -0.4484  -0.15
C: 0.3435 0.2649 1.6872  -0.01
H: -0.8662 -1.7070 -0.9386  0.13
H: -2.3786 -1.3681 1.6824  0.14
H: 0.7738 0.1294 2.6853  0.08
H: 2.0757 -2.0786 0.6715  0.13
H: 0.3602 -0.4306 -1.0208  0.07
H: 1.1028 -2.3160 2.1469  0.04
H: -1.2366 -2.8328 1.2842  0.07
H: 1.7604 0.2474 -2.4035  0.13
H: -0.8091 0.6565 1.7314  0.14
H: -0.8428 -0.1609 -2.1493  0.07
H: 2.6282 2.3905 -1.8759  0.12
H: -1.2557 0.0663 -0.5541  0.07
H: -0.9577 3.6843 -0.2570  0.13
H: -0.8566 -1.6017 2.6735  0.08
H: 0.9885 0.8886 1.1096  0.05
H: 0.6983 -3.2544 0.5888  0.11
H: -2.0831 1.6241 -1.0605  0.08

Forces on the atoms, in the same order (eV/Å):
0.453 0.223 0.566
1.188 5.448 -0.318
-0.729 -2.421 -2.481
-1.157 0.490 -0.201
3.626 2.711 -1.520
0.766 2.765 0.990
1.713 -2.213 2.524
3.932 -1.052 -3.742
-3.065 2.454 2.385
1.080 -1.267 -0.206
-4.446 -0.970 -0.607
-0.244 0.240 0.159
2.918 -0.766 -0.656
-0.374 -0.301 -0.214
-2.867 0.466 0.841
-0.877 -1.562 1.731
-0.110 -0.434 0.871
-0.283 0.107 0.508
-0.559 -0.087 -0.185
3.044 0.361 0.499
-0.639 -1.187 -2.430
-0.664 -0.232 0.023
0.193 -2.360 1.591
0.625 -1.411 -0.980
-0.871 -1.363 -0.305
0.207 0.546 -0.546
-0.153 2.320 1.265
-2.708 -0.507 0.438

The net charge is 0. As for the spin multiplicity: 1. As for the structure (SMILES): CC(C)(C)C.c1ccncc1. For the LUMO energy, the calculation gives 0.02082 Eh. The HOMO energy is -0.332 Eh. Its energy above the lowest of the compared OMol25 structures with the same formula, charge and spin is 156.9 kcal/mol. Its HOMO-LUMO gap is 9.59 eV.


[3]
Density functional theory data (ωB97M-V with the def2-TZVPD basis set) for a single C4H8O2 molecule.

Last column: Löwdin charge in e.
Element x y z (Å)
O: 0.6699 0.9459 -1.2454  -0.01
O: -1.5123 -0.1274 -0.3426  -0.09
C: 0.5058 -0.5997 -1.8969  0.06
C: 0.8158 -0.3066 -0.4862  -0.31
C: -0.3409 0.4427 1.6699  -0.04
C: -0.3867 -0.4598 0.4483  -0.42
H: -0.4305 -1.5129 0.7678  0.15
H: -1.2779 -0.5430 -1.2221  0.07
H: 1.4269 -0.6740 -2.4841  0.05
H: 0.4850 0.1563 2.3303  0.09
H: -1.2773 0.3610 2.2294  0.09
H: 1.8092 -0.3514 -0.0362  0.15
H: -0.2796 1.1771 -1.1144  0.13
H: -0.2073 1.4917 1.3822  0.08

Forces on the atoms, in the same order (eV/Å):
-0.140 0.165 -0.021
-0.075 -0.146 -0.056
0.278 -0.107 0.003
-0.053 -0.093 0.081
0.023 0.014 0.006
0.167 -0.013 0.131
0.026 0.116 -0.081
-0.226 0.128 0.158
-0.046 0.057 0.117
-0.108 0.038 -0.108
0.144 -0.003 -0.095
-0.165 -0.027 -0.070
0.196 0.017 -0.086
-0.023 -0.145 0.020

The net charge is 0. As for the spin multiplicity: 1. For the LUMO energy, the calculation gives 0.03333 Eh. The HOMO energy is -0.322 Eh. Its energy above the lowest of the compared OMol25 structures with the same formula, charge and spin is 104.2 kcal/mol. Its HOMO-LUMO gap is 9.68 eV.